(1)
Density functional theory data (the ωB97M-V functional and the def2-TZVPD basis) for an isolated molecule of C6H9NS.

```
! wB97M-V def2-TZVPD RIJCOSX def2/J DEFGRID3
* xyz 0 1
C -2.022 1.967 -0.068
C -0.888 1.306 0.308
C -0.795 -0.205 0.168
S -2.043 -1.322 -0.172
C 0.497 -0.727 0.312
C 1.778 -0.149 -0.031
C 2.143 1.277 -0.311
N 2.827 -0.968 -0.163
H -2.854 1.433 -0.514
H -2.132 2.957 0.447
H 0.029 1.764 0.752
H 0.537 -1.769 0.664
H 2.984 1.556 -0.888
H 1.216 1.905 -0.640
H 2.619 1.698 0.594
H 3.699 -0.736 0.470
H 2.529 -1.687 0.742
*
```

SMILES ... C=CC(=S)/C=C(\C)N
E_tot ... -686.8205 hartree

Atom charges from the Mulliken analysis, given in e for atoms 1 to 5:
1 C -0.81
2 C -0.26
3 C 0.02
4 S -0.28
5 C -0.63

***

(2)
Density functional theory data (the ωB97M-V functional and the def2-TZVPD basis) for a structure of composition C6H9NaO5Sc.

```
! wB97M-V def2-TZVPD RIJCOSX def2/J DEFGRID3
* xyz 1 1
O -1.476 1.688 1.581
C -1.982 1.711 0.294
C -2.482 0.416 -0.114
O -2.008 -0.643 0.625
Sc -0.459 0.053 1.660
H -2.683 2.542 0.100
H -3.579 0.339 0.011
O 1.196 -1.590 -0.952
C 0.397 -0.551 -1.425
C 0.779 0.764 -0.975
O 1.186 0.836 0.383
C 2.256 -0.087 0.623
C 1.642 -1.473 0.433
O 0.621 -1.593 1.316
Na -1.196 -2.658 0.482
H 0.186 -0.694 -2.487
H 1.296 1.493 -1.596
H 2.552 0.065 1.668
H 3.071 0.115 -0.086
H 2.437 -2.231 0.527
H -1.243 -0.208 -1.241
H -0.510 1.706 -0.828
*
```

E_tot ... -1532.9100 hartree

Atom charges from the Mulliken analysis, given in e for atoms 1 to 5:
1 O -0.65
2 C -0.50
3 C -0.14
4 O -0.79
5 Sc 1.47

***

(3)
Density functional theory data (the ωB97M-V functional and the def2-TZVPD basis) for a structure of composition C6H9O3P.

```
! wB97M-V def2-TZVPD RIJCOSX def2/J DEFGRID3
* xyz 0 3
C 0.849 -1.041 1.321
C 0.344 1.371 0.358
C -0.279 -0.881 -1.019
C -0.681 2.180 -0.248
C 1.044 -1.135 -1.657
C -0.239 -0.530 0.392
O 1.935 -1.509 1.070
O 1.375 1.679 0.880
O -1.303 -1.035 -1.633
P -1.966 -0.326 1.134
H 0.724 -0.818 2.372
H -1.629 2.027 0.198
H -0.324 3.285 -0.170
H -0.693 2.037 -1.421
H 1.270 -2.147 -1.753
H 0.980 -0.648 -2.718
H 1.866 -0.731 -0.955
H -1.252 -0.134 2.330
H -2.021 -1.645 1.517
*
```

E_tot ... -800.8527 hartree

Atom charges from the Mulliken analysis, given in e for atoms 1 to 5:
1 C -0.21
2 C 0.49
3 C 0.48
4 C -1.03
5 C -1.01

***

(4)
Density functional theory data (the ωB97M-V functional and the def2-TZVPD basis) for a structure of composition C6H9O4S2.

```
! wB97M-V def2-TZVPD RIJCOSX def2/J DEFGRID3
* xyz -1 1
C 2.624 -0.525 -0.169
C -1.215 1.282 -1.407
C -2.155 0.580 -0.474
C 0.145 -0.621 0.445
C 0.168 -0.187 1.877
C 1.289 -1.387 -0.076
O 2.502 0.720 -0.123
O 3.661 -1.170 -0.272
O 0.213 2.431 0.496
O -1.383 -1.813 -1.382
S 0.503 1.538 -0.629
S -1.500 -1.122 -0.082
H -1.043 0.676 -2.294
H -1.595 2.263 -1.691
H -2.239 1.098 0.480
H -3.145 0.425 -0.907
H -0.338 0.775 1.988
H 1.201 -0.047 2.189
H -0.313 -0.911 2.540
H 1.068 -1.771 -1.076
H 1.550 -2.234 0.568
*
```

E_tot ... -1331.3526 hartree

Atom charges from the Mulliken analysis, given in e for atoms 1 to 5:
1 C 0.59
2 C -0.85
3 C -0.65
4 C 0.67
5 C -1.42